[1]
The following is a quantum chemistry calculation of a gas-phase ion, C5H11IN (charge +1), from OMol25.

Last column: Löwdin charge in e.
Element x y z (Å)
H (-1.30, 1.45, 1.50)  0.13
H (-1.49, -2.22, -0.87)  0.13
H (0.55, 2.20, 0.15)  0.19
H (0.11, 0.06, -1.91)  0.19
H (2.28, 1.00, 0.86)  0.08
C (-1.30, -0.17, -0.08)  -0.92
C (-0.61, 0.70, 0.99)  -0.16
H (0.21, -1.70, -0.02)  0.07
H (-0.82, 1.64, -1.60)  0.15
H (-0.18, 0.10, 1.86)  0.17
I (-3.42, 0.08, 0.00)  0.96
H (1.59, -0.52, 0.18)  0.11
H (-1.33, -2.06, 0.96)  0.13
C (1.74, 0.60, 0.08)  0.03
H (2.29, 0.80, -0.89)  0.14
C (-0.41, 0.73, -1.06)  -0.11
C (-0.91, -1.59, -0.05)  -0.16
N (0.39, 1.21, 0.03)  -0.13

- M: 212.05 g/mol
- Charge: +1
- Frontier orbital gap: 9.8 eV
- E: -549.23963 hartree
- SMILES string: C[N@H+]1C[C@](C)(I)C1
- Relative energy (zero: lowest compared OMol25 entry of this formula, charge and spin): 39.4 kcal per mole


[2]
The following is a quantum chemistry calculation of a molecular structure, C20H46P4SeTl, from OMol25.

Last column: Löwdin charge in e.
Element x y z (Å)
C (-0.12, 2.27, 1.71)  -0.23
H (0.23, -1.39, 4.11)  0.02
H (-3.97, 1.79, -5.09)  0.11
H (-0.64, 4.02, -0.99)  0.03
C (-2.67, -1.13, 3.46)  -0.20
H (0.43, 0.12, -1.65)  0.00
H (4.22, 2.65, -0.44)  0.08
P (1.95, -0.53, 2.62)  0.78
H (4.21, 1.04, -1.22)  0.09
H (-0.44, 5.04, 0.47)  0.09
H (-5.32, -1.48, 0.90)  0.07
H (0.79, 5.09, -0.83)  0.08
C (2.27, 3.91, 1.58)  -0.18
H (3.66, 0.90, 3.60)  0.03
H (1.81, 4.72, 2.17)  0.09
H (2.11, -4.17, 0.16)  0.07
C (3.73, 1.66, -0.45)  -0.18
H (-2.86, -0.51, 0.92)  -0.20
C (-4.85, -2.04, 1.72)  -0.18
C (-3.68, -0.19, -5.92)  -0.05
C (0.69, -3.16, -1.07)  -0.08
C (-2.15, 0.88, -4.36)  -0.71
H (2.73, 3.19, 2.27)  0.07
C (-1.27, -0.22, -4.48)  -0.16
C (-2.84, -1.31, -5.98)  -0.05
H (0.34, -4.27, 0.73)  0.05
H (2.32, 0.61, 4.73)  0.05
H (-0.96, -2.18, -5.32)  0.11
P (-3.11, -1.62, 1.79)  0.86
H (-1.83, -0.43, 3.44)  0.04
H (-5.33, -1.78, 2.67)  0.08
H (3.75, -2.16, 2.58)  0.06
H (-1.24, -2.71, 0.68)  0.01
H (-3.12, -2.18, -6.58)  0.12
C (3.20, -1.61, 1.80)  -0.27
Se (-1.83, 2.25, -3.12)  0.52
C (1.91, 2.55, -2.53)  -0.19
H (0.29, 1.28, 1.99)  -0.04
H (-2.40, -2.01, 4.06)  0.08
C (0.09, 4.44, -0.28)  -0.18
H (-4.61, -0.17, -6.49)  0.12
H (2.18, 3.62, -2.49)  0.08
P (1.99, 1.81, -0.89)  0.83
H (1.43, -2.83, -1.81)  0.06
C (2.98, 0.14, 3.99)  -0.28
H (1.73, -2.36, 4.22)  0.07
H (-1.12, 2.13, 1.26)  0.01
H (0.90, 2.45, -2.96)  -0.01
C (-2.11, -3.02, 1.28)  -0.20
H (-4.96, -3.12, 1.53)  0.08
H (-0.33, -0.20, -3.93)  0.08
Tl (-2.39, 0.78, -1.01)  0.63
H (3.55, -0.67, 4.46)  0.06
C (-3.33, 0.91, -5.14)  -0.12
H (-2.73, -3.69, 0.67)  0.08
H (0.61, -2.57, 2.83)  0.02
H (0.99, -0.21, 0.02)  0.01
H (-1.75, -3.57, 2.16)  0.08
H (2.64, 2.03, -3.16)  0.09
C (-1.63, -1.32, -5.26)  -0.08
H (-0.23, 2.87, 2.62)  0.09
H (2.72, -2.32, 1.12)  0.00
H (2.06, -0.54, -1.35)  0.08
H (3.91, -0.99, 1.23)  0.03
P (0.98, 3.14, 0.58)  0.82
C (1.07, -3.87, 0.01)  -0.06
C (1.04, -1.84, 3.54)  -0.28
H (-3.54, -0.64, 3.93)  0.07
C (1.30, 0.15, -0.97)  -0.23
H (-0.35, -2.94, -1.30)  0.05
H (3.86, 1.18, 0.54)  0.05
H (3.06, 4.35, 0.94)  0.08

- M: 693.83 g/mol
- Charge: +3
- Frontier orbital gap: 6.2 eV
- E: -4727.99863 hartree
- Relative energy (zero: lowest compared OMol25 entry of this formula, charge and spin): 0.0 kcal per mole


[3]
The following is a quantum chemistry calculation of a molecular structure, C26H50AlBr2CsF2N2O15PS2, from OMol25.

Last column: Löwdin charge in e.
Element x y z (Å)
C (-4.43, -1.27, 0.34)  -0.06
H (3.05, -0.59, -3.84)  0.10
O (2.89, -8.19, -1.73)  -0.33
C (5.26, -4.03, -7.75)  -0.10
H (2.17, 5.48, 2.47)  0.14
F (-0.23, -0.23, 4.23)  -0.71
H (-8.25, 0.54, 3.52)  0.13
H (-4.20, -0.39, 0.95)  0.07
H (2.82, 4.05, -1.00)  0.11
C (4.38, -6.01, -1.55)  -0.22
H (0.35, 3.05, -3.14)  0.07
H (3.88, 0.89, -4.35)  0.12
H (5.95, -9.21, -1.78)  0.11
H (-4.02, 0.29, 5.38)  0.11
O (5.97, 3.97, 1.20)  -0.24
N (-4.30, 3.93, 6.45)  0.04
O (6.01, 6.50, 0.98)  -0.25
C (-7.46, 2.85, 5.37)  -0.18
H (1.03, 1.63, -0.30)  0.12
Cs (-3.63, 4.48, 1.60)  1.27
C (2.68, 2.96, -0.94)  -0.19
Br (-5.33, -0.63, -3.66)  0.23
C (4.79, -4.93, -6.80)  -0.08
F (4.13, -2.68, -4.02)  0.06
C (6.39, -7.26, -0.87)  -0.23
H (2.10, 2.83, -5.01)  0.07
H (-5.17, -2.58, -2.00)  0.02
P (-8.83, 1.54, 5.52)  0.71
H (-10.27, 3.36, 5.53)  0.10
H (-6.14, -3.18, -0.65)  0.07
O (3.85, 5.27, 1.26)  -0.21
C (-4.89, 3.47, 5.13)  -0.24
C (-0.23, 2.72, -2.28)  -0.09
O (-3.10, 1.98, 3.61)  -0.34
H (-4.58, -0.37, 7.06)  0.12
H (2.01, 0.59, -1.93)  0.10
C (-4.97, 0.09, 6.03)  -0.08
C (2.99, 0.51, -3.83)  -0.21
O (0.23, 3.38, -1.11)  -0.19
O (4.57, -7.69, -3.57)  -0.33
H (3.92, 6.77, 3.58)  0.13
H (3.10, 3.96, 2.64)  0.14
H (-5.64, -0.73, 5.53)  0.10
H (-7.43, 3.65, 6.22)  0.13
H (4.67, -5.37, -2.38)  0.09
N (3.00, 2.44, -2.28)  -0.05
S (5.46, 5.28, 1.52)  0.67
H (6.04, -5.15, -0.43)  0.12
H (5.55, -4.38, -8.73)  0.10
Al (-11.13, 0.57, 4.05)  0.75
C (5.46, -8.42, -1.21)  -0.24
H (-4.56, -2.11, 1.02)  0.07
H (3.41, 2.58, -0.23)  0.12
O (-3.10, 4.41, 3.58)  -0.85
O (5.40, 5.42, 3.15)  -0.20
C (4.41, -4.48, -5.53)  -0.01
O (-5.72, 1.31, 6.39)  -0.23
H (4.05, -5.17, -4.78)  0.10
H (6.99, -6.99, -1.75)  0.12
C (1.94, 1.86, -5.49)  -0.12
H (-7.63, 3.43, 4.34)  0.11
C (4.06, 5.69, 3.56)  -0.17
C (-5.70, -1.06, -0.50)  -0.65
H (2.34, 2.84, -2.94)  0.06
H (3.78, 0.54, -1.82)  0.12
H (-4.85, 3.61, 7.28)  0.08
H (-6.52, -0.97, 0.22)  0.12
H (1.23, 3.10, 0.62)  0.11
H (-4.41, 4.98, 6.45)  0.09
H (-3.55, -1.49, -0.28)  0.09
H (5.04, -6.28, 0.49)  0.12
H (7.08, -7.52, -0.06)  0.12
C (3.17, 5.04, 2.49)  -0.17
H (2.77, 1.64, -6.16)  0.08
O (-5.47, -0.07, -1.35)  -0.32
H (5.02, -1.16, -5.93)  0.11
C (-3.66, 3.26, 4.06)  -0.55
H (3.87, 5.28, 4.55)  0.14
C (5.35, -2.67, -7.44)  -0.09
H (4.71, -5.99, -7.04)  0.11
H (5.72, -1.96, -8.18)  0.10
C (4.50, -3.12, -5.24)  -0.28
S (4.17, -7.67, -2.17)  0.67
O (-9.11, 0.63, 4.02)  -0.44
C (-5.93, 2.20, 5.24)  -0.29
H (-0.18, 1.63, -2.19)  0.09
H (-5.82, 1.58, 4.22)  0.16
H (-5.53, 4.39, 4.72)  0.14
C (-5.99, -2.33, -1.32)  -0.18
H (5.01, -8.83, -0.30)  0.11
H (-6.90, -2.22, -1.92)  0.05
Br (-0.53, 2.50, 4.10)  0.04
O (-10.33, 2.41, 5.89)  -0.33
H (3.44, -5.66, -1.12)  0.11
O (1.77, 0.84, -4.51)  -0.19
C (4.96, -2.21, -6.18)  -0.02
O (-8.63, 0.53, 6.76)  -0.34
H (1.02, 1.92, -6.08)  0.09
H (-1.27, 3.00, -2.45)  0.09
C (1.26, 2.70, -0.40)  -0.19
C (5.48, -6.09, -0.49)  -0.22
C (2.93, 0.98, -2.37)  -0.20

- M: 1083.48 g/mol
- Charge: -1
- Frontier orbital gap: 1.5 eV
- E: -9006.31662 hartree


[4]
The following is a quantum chemistry calculation of C4H7NS in the gas phase, from OMol25.

Last column: Löwdin charge in e.
Element x y z (Å)
S (-2.61, 0.39, -1.49)  0.64
H (0.64, 1.75, -1.40)  0.09
N (-0.25, 0.30, -0.15)  -0.26
H (0.31, -2.57, -0.34)  0.05
C (-1.39, -0.14, -0.61)  -0.71
H (0.94, 1.95, 0.34)  0.08
H (-0.65, 2.36, -0.35)  0.08
H (-0.30, -2.45, 1.40)  0.04
C (0.20, -2.01, 0.56)  0.06
H (1.64, -0.45, 0.19)  0.12
C (0.63, -0.58, 0.61)  -0.26
C (0.20, 1.68, -0.41)  -0.05
H (0.65, -0.22, 1.65)  0.12

- M: 101.17 g/mol
- Frontier orbital gap (alpha / beta): 8.8 / 7.2 eV
- E: -609.42514 hartree
- Relative energy (zero: lowest compared OMol25 entry of this formula, charge and spin): 83.7 kcal per mole


[5]
The following is a quantum chemistry calculation of 2 unconnected molecules or ions with the total composition C5H3N, from OMol25.

Last column: Löwdin charge in e.
Element x y z (Å)
C (-0.68, -0.25, -0.43)  -0.26
C (-1.79, 0.25, 0.56)  -0.20
C (0.06, 1.74, -0.47)  0.00
N (-1.94, -0.51, -0.67)  0.14
H (1.65, 0.05, -0.28)  0.15
H (-2.25, -0.67, 1.72)  0.24
C (0.64, 0.32, -0.78)  -0.15
C (-0.91, 1.30, 0.38)  -0.05
H (0.76, -0.06, -1.84)  0.13

- M: 77.09 g/mol
- Frontier orbital gap: 8.6 eV
- E: -246.69874 hartree
- Relative energy (zero: lowest compared OMol25 entry of this formula, charge and spin): 177.8 kcal per mole